(1)
Molecular formula: H60O30
Method: DFT, ωB97M-V/def2-TZVPD

XYZ file:
```
90
Properties=species:S:1:pos:R:3:forces:R:3
O 1.445 -0.701 -0.477 -0.255 -0.081 -0.032
O 0.012 -0.632 2.318 0.509 -0.490 -0.792
O -1.055 -2.164 -1.425 0.830 -0.222 0.549
O -1.121 2.560 -1.467 -0.283 0.161 -0.070
O 1.790 2.090 -0.995 -0.247 1.058 0.029
O -2.259 -2.227 1.323 -0.135 0.005 1.053
O -3.006 1.095 1.162 0.314 -0.436 -1.553
O 1.552 -2.408 -3.311 1.040 0.879 -0.832
O 1.048 3.916 0.821 0.533 1.725 0.333
O 1.480 0.323 -4.103 -0.910 -0.651 -0.130
O -3.484 -1.648 -2.813 0.807 -0.206 -0.359
O 2.938 -3.247 -1.243 1.116 0.012 0.588
O 0.879 2.856 3.419 -0.523 -0.402 1.985
O 4.068 -0.239 1.964 -0.036 0.124 -0.411
O -2.281 1.483 3.993 -3.136 1.387 -0.356
O -5.235 0.116 -0.019 0.485 1.308 -0.676
O 0.305 -2.630 4.254 0.625 0.251 0.312
O -0.463 -4.564 -2.732 0.692 -1.230 1.203
O 2.518 -4.219 1.313 -0.475 -1.151 -0.906
O 4.815 0.502 -0.645 1.563 1.389 -2.311
O -3.381 0.588 -4.475 -0.804 -0.113 -0.840
O -4.944 -1.121 2.400 1.015 -1.609 -0.478
O -0.898 0.503 -5.471 -0.507 -0.110 -0.402
O -3.771 3.976 1.421 -0.110 0.127 0.619
O 3.347 1.686 3.850 0.532 -1.357 0.309
O 0.236 -4.959 2.846 0.063 0.963 -0.241
O -1.819 3.649 -4.108 2.307 0.845 -0.913
O 3.447 -2.537 3.481 1.657 -1.215 0.518
O -1.558 5.410 0.573 -1.769 1.401 -0.797
O 3.742 2.038 -3.589 0.082 1.388 0.670
H 2.163 -1.335 -0.632 0.029 0.057 0.182
H 0.714 -1.121 -0.965 -0.285 0.008 -0.018
H 0.226 0.262 2.550 -0.122 0.971 0.735
H 0.434 -0.663 1.438 -0.077 -0.526 -0.083
H -1.151 -3.109 -1.674 -0.211 0.938 -0.198
H -1.643 -1.604 -1.949 -0.613 -0.507 -0.158
H -1.576 2.149 -0.720 0.094 -0.046 -0.015
H -0.185 2.611 -1.258 0.129 -0.167 0.051
H 1.506 1.170 -0.862 0.731 -0.495 -0.129
H 2.716 2.172 -1.256 -0.284 -0.791 0.173
H -1.637 -1.824 1.950 -0.191 -0.098 -0.414
H -1.843 -2.146 0.466 0.225 0.146 -0.652
H -3.361 1.970 1.132 -0.596 1.479 -0.323
H -2.771 1.036 2.062 0.821 -0.499 1.850
H 2.226 -2.660 -2.649 -0.807 -0.270 -0.166
H 0.688 -2.704 -3.051 -0.412 -0.418 0.575
H 1.501 4.802 0.797 -0.552 -1.446 -0.166
H 1.410 3.356 0.100 0.124 -0.117 0.101
H 1.615 -0.573 -3.761 -0.249 -0.498 -0.002
H 2.290 0.767 -3.928 0.971 1.022 0.271
H -3.608 -0.955 -3.487 -0.183 0.187 0.208
H -4.331 -1.937 -2.487 -0.407 0.193 0.163
H 3.847 -3.128 -0.904 -0.591 -0.076 -0.357
H 2.563 -3.886 -0.612 -0.046 0.262 0.267
H 0.604 3.378 4.226 0.709 -0.452 -1.930
H 1.083 3.371 2.632 -0.442 0.757 -0.348
H 3.931 -1.105 2.369 -0.169 0.330 0.185
H 3.683 0.440 2.553 0.369 -0.382 0.024
H -1.512 1.777 4.440 1.217 0.485 0.582
H -2.968 2.236 4.112 1.846 -1.914 -0.272
H -5.392 -0.757 0.299 -0.086 -0.888 0.580
H -4.381 0.376 0.404 -0.803 -0.486 -0.343
H 0.973 -2.455 4.964 -0.992 0.168 -1.399
H 0.376 -2.016 3.466 0.243 -0.141 1.248
H -0.115 -5.386 -2.296 -0.495 1.220 -0.627
H -0.818 -4.859 -3.564 -0.283 -0.141 -0.548
H 2.824 -3.595 1.957 -0.101 0.532 0.701
H 1.730 -4.670 1.693 0.299 0.519 0.144
H 4.432 0.131 0.112 -1.409 -1.003 1.963
H 4.269 0.451 -1.433 -0.188 -0.303 0.290
H -2.500 0.582 -4.901 0.475 0.154 0.300
H -3.967 0.639 -5.252 0.102 0.033 0.620
H -5.397 -0.467 2.888 -0.425 1.203 0.825
H -3.984 -1.059 2.550 -0.633 0.010 -0.153
H -0.194 0.601 -4.813 0.418 -0.070 0.005
H -0.800 -0.374 -5.858 0.270 0.107 0.145
H -4.215 4.276 2.227 -0.115 -0.146 -0.283
H -2.974 4.532 1.381 0.219 -0.182 -0.325
H 2.488 1.942 3.534 -0.972 0.719 0.007
H 3.907 2.448 3.836 0.387 0.689 -0.097
H 0.453 -5.676 3.415 0.171 -1.197 0.571
H 0.263 -4.192 3.466 -0.182 -0.029 -0.463
H -2.730 3.570 -4.076 -2.912 -0.262 -0.212
H -1.565 3.267 -3.283 0.600 -0.622 1.171
H 3.181 -2.333 4.380 -0.334 0.297 0.076
H 4.262 -3.084 3.655 -1.057 0.735 -0.510
H -0.777 5.048 0.182 0.797 -0.755 -0.347
H -2.087 5.783 -0.189 0.938 -0.678 1.190
H 3.684 2.948 -3.140 0.327 -1.934 -1.749
H 4.094 2.090 -4.503 -0.266 0.565 1.014
```
Positions in Å, forces in eV/Å.

Output
- Largest force on an atom: 0.0671 Eh/bohr
- DFT total energy: -62402.528 eV
- Highest occupied orbital energy: -9.06 eV
- Molar mass: 540.450 g/mol
- Kohn-Sham gap: 8.7 eV
- LUMO: -0.4 eV
- Relative energy (zero: lowest compared OMol25 entry of this formula, charge and spin): 264.5 kJ/mol

(2)
Molecular formula: C23H28N2O2S
Method: DFT, ωB97M-V/def2-TZVPD

XYZ file:
```
56
Properties=species:S:1:pos:R:3:forces:R:3
C 3.773 2.779 0.495 5.534 2.616 -3.555
H 3.864 3.833 0.181 -0.278 -0.159 -0.145
C 2.812 2.529 1.415 -6.568 -3.120 4.713
C 1.304 2.835 0.991 0.618 -2.906 0.913
H 0.606 2.604 1.725 -0.525 0.598 3.213
H 1.217 3.827 0.762 -0.387 2.497 -1.022
C 0.607 1.872 0.045 2.228 14.842 -9.589
N -0.689 2.297 -0.672 1.045 -9.848 6.047
C -1.713 1.990 0.366 -1.657 3.539 -1.440
H -1.709 2.701 1.223 -0.327 0.963 -0.844
H -1.433 1.236 0.979 0.613 -3.667 0.807
C -3.171 1.847 -0.220 4.760 -7.368 4.162
O -3.829 1.107 0.842 2.212 1.933 1.392
H -4.720 1.175 0.683 -3.527 0.020 -0.249
H -3.479 2.691 -0.619 -2.366 4.028 -1.408
C -3.135 0.732 -1.184 2.355 0.126 -7.744
N -2.563 -0.702 -0.885 -5.627 11.264 -2.448
C -1.330 -0.948 -0.829 3.636 7.407 -3.832
C -1.031 -2.047 -0.431 -3.855 -13.848 6.192
C 0.057 -2.804 -0.018 3.312 1.401 -3.097
C 1.273 -2.348 -0.423 -1.270 0.225 2.070
C 2.399 -3.014 0.133 3.467 1.131 -2.400
O 2.502 -4.163 0.397 -0.984 -3.337 1.627
C 3.728 -2.337 0.023 1.722 3.432 -2.646
C 5.036 -2.732 -0.153 -3.167 -9.036 5.776
C 6.156 -1.945 -0.105 2.629 -6.989 1.204
C 5.618 -0.930 -0.473 -1.889 16.310 -3.676
S 3.937 -0.554 -0.641 0.041 -2.777 1.358
H 6.087 0.109 -0.566 0.152 -1.414 -0.111
H 7.150 -2.230 0.116 0.643 -0.107 -0.007
H 5.195 -3.814 0.337 -0.520 1.697 -1.623
H 1.425 -1.366 -0.835 -0.136 0.174 -0.209
H 0.047 -3.817 0.278 -0.535 -0.794 0.993
C -2.483 -2.733 -0.064 2.122 5.955 -2.211
C -2.999 -3.843 0.518 1.963 1.679 -0.407
C -4.287 -3.687 0.725 -4.094 -8.897 2.760
C -5.167 -2.854 0.142 -4.722 -3.823 5.021
C -4.720 -1.669 0.030 0.244 10.179 -6.700
C -3.364 -1.519 -0.389 -1.986 -9.473 4.607
H -5.519 -0.779 -0.437 2.191 -2.265 1.761
H -6.176 -3.064 0.618 0.709 0.637 -1.627
H -4.880 -4.718 1.356 1.909 3.053 -1.979
H -2.402 -4.622 0.828 0.970 -1.661 0.859
H -0.605 -0.365 -1.278 0.928 2.077 -0.694
H -4.182 0.741 -1.787 2.474 -0.870 1.479
H -2.245 1.103 -2.090 -2.832 -0.959 2.298
C -0.745 3.502 -1.050 -2.323 9.663 -6.312
H -0.723 4.245 -0.282 0.038 0.985 0.832
H 0.025 3.911 -1.875 -1.355 -1.434 1.632
H -1.887 3.729 -1.611 3.058 -0.537 1.301
H 0.764 1.002 0.147 1.162 -12.031 1.929
H 1.356 2.153 -1.056 -1.506 -1.456 2.597
H 2.849 1.424 1.531 -0.300 0.198 0.339
H 2.967 2.857 2.479 -0.034 0.325 -1.149
H 3.683 2.157 -0.396 0.231 0.131 0.002
H 4.749 2.618 1.004 -0.197 -0.306 -0.763
```
Positions in Å, forces in eV/Å.

Output
- Largest force on an atom: 0.3463 Eh/bohr
- DFT total energy: -42197.021 eV
- Highest occupied orbital energy: -7.67 eV
- Molar mass: 396.556 g/mol
- Kohn-Sham gap: 7.4 eV
- LUMO: -0.2 eV
- Relative energy (zero: lowest compared OMol25 entry of this formula, charge and spin): 2020.7 kJ/mol

(3)
Molecular formula: C48H36BCuF4OP2S
Method: DFT, ωB97M-V/def2-TZVPD

XYZ file:
```
94
Properties=species:S:1:pos:R:3:forces:R:3
Cu 0.638 -0.328 -0.026 0.142 0.196 0.299
O -1.453 -0.389 -2.141 -0.264 0.321 0.589
S -1.316 0.334 -0.846 0.167 -0.651 -1.024
C -1.626 2.027 -1.180 0.250 0.299 0.059
C -2.912 2.271 -1.615 0.013 0.173 -0.097
C -3.310 3.509 -2.143 -0.120 -0.076 0.022
C -2.357 4.475 -2.285 0.035 0.125 -0.045
C -2.462 5.879 -2.830 0.092 -0.084 0.028
C -0.996 6.376 -2.917 0.000 -0.110 0.038
C -0.183 5.284 -2.261 -0.137 0.073 -0.042
C 1.156 5.189 -2.030 0.120 -0.050 0.024
C 1.632 4.017 -1.414 0.027 0.172 -0.033
C 0.834 2.954 -1.042 -0.238 -0.025 0.037
P 1.678 1.692 -0.052 -0.064 -0.244 0.013
C 2.095 2.463 1.520 0.124 0.093 -0.040
C 3.135 3.392 1.627 0.055 0.027 0.041
C 3.394 3.994 2.845 -0.033 -0.027 0.000
C 2.617 3.678 3.959 0.017 0.022 -0.023
C 1.583 2.763 3.853 0.015 -0.014 -0.045
C 1.322 2.155 2.630 0.061 0.113 0.110
C 3.213 1.307 -0.930 0.011 -0.023 -0.082
C 3.180 1.158 -2.320 0.019 0.031 0.015
C 4.305 0.715 -2.996 0.007 -0.004 0.034
C 5.464 0.410 -2.292 0.002 0.007 -0.002
C 5.495 0.543 -0.911 -0.035 0.010 0.021
C 4.371 0.984 -0.225 0.041 -0.054 -0.033
C -0.576 3.005 -1.323 -0.129 -0.107 -0.055
C -1.022 4.205 -1.914 -0.001 0.037 0.004
C -2.516 -0.227 0.304 0.091 -0.244 0.112
C -3.357 0.654 0.948 -0.083 -0.085 0.054
C -4.406 0.218 1.778 0.053 0.076 -0.056
C -4.583 -1.126 1.930 -0.064 -0.086 0.082
C -5.621 -1.896 2.709 0.105 -0.021 -0.081
C -5.170 -3.378 2.616 0.092 0.100 -0.053
C -3.953 -3.351 1.721 -0.143 0.044 0.115
C -3.129 -4.355 1.309 0.134 -0.054 -0.092
C -1.980 -4.000 0.578 -0.089 -0.170 0.069
C -1.658 -2.703 0.233 -0.056 0.105 -0.176
P -0.001 -2.473 -0.447 -0.089 -0.031 0.112
C 1.222 -3.114 0.722 0.144 0.098 0.064
C 2.561 -2.928 0.349 0.033 -0.043 0.068
C 3.583 -3.218 1.242 -0.087 0.013 -0.061
C 3.273 -3.672 2.518 0.009 0.002 -0.003
C 1.948 -3.837 2.896 -0.028 0.003 -0.018
C 0.922 -3.554 2.007 0.009 -0.046 0.014
C 0.140 -3.498 -1.936 0.011 0.026 -0.025
C -0.591 -3.190 -3.087 0.054 -0.067 0.037
C -0.534 -4.038 -4.181 0.017 0.004 0.013
C 0.245 -5.188 -4.142 -0.004 0.011 -0.001
C 0.971 -5.495 -3.002 -0.005 0.056 0.036
C 0.922 -4.653 -1.899 -0.001 -0.047 -0.066
C -2.564 -1.646 0.565 0.011 0.227 0.047
C -3.666 -2.024 1.344 -0.098 -0.027 0.041
H -3.638 1.469 -1.572 0.012 0.007 0.002
H -4.338 3.661 -2.447 0.037 -0.002 0.008
H -3.052 6.496 -2.150 -0.003 0.002 0.014
H -2.968 5.900 -3.794 0.006 -0.015 -0.004
H -0.849 7.339 -2.427 -0.006 -0.014 0.022
H -0.682 6.498 -3.955 0.006 0.004 -0.003
H 1.846 5.978 -2.299 -0.008 -0.020 0.002
H 2.696 3.952 -1.217 -0.030 0.003 -0.004
H 3.756 3.633 0.772 -0.027 -0.019 0.028
H 4.204 4.706 2.931 -0.019 -0.012 0.002
H 2.826 4.150 4.910 0.004 -0.012 -0.020
H 0.980 2.502 4.712 0.007 0.006 -0.020
H 0.514 1.451 2.556 -0.144 -0.115 -0.005
H 2.278 1.396 -2.873 0.018 -0.003 0.017
H 4.279 0.607 -4.073 -0.004 0.005 0.015
H 6.345 0.070 -2.823 -0.024 0.003 0.016
H 6.398 0.304 -0.363 -0.014 0.008 -0.005
H 4.398 1.075 0.854 -0.003 -0.003 -0.028
H -3.214 1.716 0.815 -0.018 -0.009 -0.019
H -5.046 0.944 2.263 0.038 -0.015 -0.011
H -6.607 -1.748 2.266 -0.026 0.004 -0.010
H -5.681 -1.545 3.739 0.029 0.003 0.009
H -5.949 -4.025 2.215 -0.009 0.000 -0.025
H -4.901 -3.774 3.596 0.010 0.002 -0.001
H -3.308 -5.390 1.569 0.013 0.009 -0.018
H -1.287 -4.791 0.308 -0.001 0.007 -0.016
H 2.807 -2.576 -0.650 -0.006 0.012 0.020
H 4.615 -3.087 0.944 -0.009 0.013 -0.005
H 4.066 -3.886 3.223 -0.019 0.000 -0.025
H 1.707 -4.167 3.898 -0.003 0.009 -0.015
H -0.106 -3.636 2.332 0.003 0.018 0.014
H -1.200 -2.300 -3.121 -0.023 0.029 0.014
H -1.102 -3.798 -5.071 0.004 -0.003 0.008
H 0.284 -5.846 -5.001 -0.003 0.009 0.004
H 1.576 -6.392 -2.965 -0.007 0.012 0.005
H 1.489 -4.904 -1.012 -0.030 -0.018 -0.026
F -1.453 -1.804 3.321 0.091 0.114 0.043
B -0.650 -0.671 3.279 0.052 -0.011 0.120
F 0.296 -0.634 4.281 -0.155 -0.012 -0.138
F -1.403 0.502 3.219 0.096 -0.157 -0.037
F 0.112 -0.744 1.989 -0.030 0.086 0.029
```
Positions in Å, forces in eV/Å.

Output
- Largest force on an atom: 0.0238 Eh/bohr
- DFT total energy: -138008.344 eV
- Spin multiplicity: 2
- <S²>: 0.76
- Highest occupied orbital energy (alpha / beta): -10.62 / -10.72 eV
- Net charge: +1
- Molar mass: 873.180 g/mol
- Kohn-Sham gap (alpha / beta): 7.8 / 5.7 eV
- LUMO (alpha / beta): -2.8 / -5.0 eV

(4)
Molecular formula: C20H23PSe2V
Method: DFT, ωB97M-V/def2-TZVPD

XYZ file:
```
47
Properties=species:S:1:pos:R:3:forces:R:3
C 3.436 2.123 -1.657 -1.547 0.372 1.534
C 3.014 -1.090 -1.299 -0.361 -0.259 0.043
C 3.835 1.955 -0.366 1.255 0.780 -1.124
H 2.962 3.116 -1.899 0.352 -1.071 0.265
C 3.060 -0.957 0.032 0.082 -1.768 -0.672
H 2.299 -1.786 -1.789 0.130 0.640 0.754
H 3.725 2.801 0.359 -0.022 -0.586 -0.902
H 2.332 -1.575 0.602 0.695 0.498 -0.329
C 4.819 0.900 0.166 0.452 0.303 0.466
H 5.380 1.428 0.958 -0.184 -0.222 -0.162
H 5.639 0.577 -0.510 -0.903 0.393 0.008
C 3.191 1.045 -2.691 1.091 -0.155 0.198
H 3.601 1.400 -3.652 -0.118 -0.283 0.177
H 2.103 0.922 -2.843 0.316 0.149 0.162
C 3.821 -0.347 -2.315 0.285 0.675 -1.357
H 4.885 -0.206 -2.066 -0.582 -0.142 -0.042
H 3.817 -0.920 -3.261 0.010 0.067 0.452
C 4.153 -0.302 0.825 -0.445 0.279 0.363
H 4.916 -1.050 1.120 -0.404 0.257 -0.088
H 3.691 0.075 1.746 0.102 -0.190 0.140
V -1.140 1.682 -0.806 -2.137 0.712 -0.312
H 0.074 0.854 -0.703 3.502 -1.675 -0.759
Se -1.665 0.399 -2.491 -0.223 -0.493 -1.701
P -1.544 -0.257 0.507 1.255 2.312 -0.401
Se 0.450 0.560 0.999 0.179 -1.023 0.238
C -2.569 0.996 1.191 -0.470 0.410 -0.067
C -3.944 0.776 1.310 -0.050 0.330 0.618
C -4.789 1.878 1.333 -0.041 -0.179 -0.078
C -4.320 3.156 1.020 -0.482 0.227 -0.072
C -2.964 3.380 0.773 0.395 -0.627 1.207
C -2.051 2.316 1.021 -1.486 1.472 0.495
C -2.175 -1.861 0.539 0.079 -1.801 0.801
C -3.209 -2.284 -0.315 0.191 0.121 0.113
C -3.832 -3.500 -0.060 0.096 -0.553 0.508
C -3.402 -4.298 1.017 0.165 0.384 0.012
C -2.317 -3.896 1.816 -0.173 -0.393 -0.220
C -1.672 -2.696 1.561 -0.896 0.071 -0.423
H -4.295 -0.250 1.487 -0.023 0.537 -0.245
H -5.842 1.725 1.567 0.173 0.128 -0.131
H -5.046 3.983 1.018 0.517 -0.376 -0.213
H -2.607 4.383 0.534 -0.012 -0.329 0.142
H -0.940 2.481 1.026 -1.169 0.396 0.488
H -3.493 -1.671 -1.171 0.027 -0.006 0.318
H -4.670 -3.849 -0.673 0.404 0.225 0.137
H -3.910 -5.242 1.245 0.185 0.390 -0.154
H -1.981 -4.519 2.645 -0.097 0.084 -0.287
H -0.827 -2.357 2.148 -0.111 -0.079 0.100
```
Positions in Å, forces in eV/Å.

Output
- Largest force on an atom: 0.0769 Eh/bohr
- DFT total energy: -186775.559 eV
- Spin multiplicity: 4
- <S²>: 3.81
- Highest occupied orbital energy (alpha / beta): -6.47 / -6.90 eV
- Molar mass: 503.242 g/mol
- Kohn-Sham gap (alpha / beta): 6.2 / 6.1 eV
- LUMO (alpha / beta): -0.3 / -0.8 eV